# C35H84

7 unconnected molecules or ions with the total composition C35H84 (wB97M-V/def2-TZVPD, OMol25).

Structure (SMILES)   CCCCC.CCCCC.CCCCC.CCCCC.CCCCC.CCCCC.CCCCC
Frontier orbital gap   10.866 eV
E   -1383.1089 Ha
LUMO level   0.025 hartree
Charge   0

XYZ file:
```
119
Properties=species:S:1:pos:R:3:forces:R:3
C 1.0997 -1.0091 0.2329 -4.268 -0.260 1.314
C 0.4027 -2.0431 -0.7301 -4.245 0.262 8.387
C -1.0913 -1.7721 -0.9461 3.134 1.955 4.159
C -1.6703 -2.5391 -1.8811 -5.102 -7.149 -4.249
C -3.2313 -2.3001 -2.0361 -1.783 0.657 1.184
H 2.0847 -1.1801 0.0549 3.194 -0.105 0.289
H 0.7487 -1.2241 1.2829 0.863 0.128 -0.787
H 0.8387 0.0699 0.0989 0.122 -0.929 -0.506
H 0.6327 -3.0971 -0.3961 -0.637 1.039 -0.132
H 0.8667 -1.8991 -1.4931 5.369 1.208 -9.593
H -1.4783 -0.8241 -1.3251 0.968 1.190 1.555
H -1.4193 -2.1741 -0.0221 -1.444 0.952 1.536
H -1.4803 -3.6971 -1.7651 -0.468 1.895 -0.042
H -1.3323 -2.3331 -2.8351 1.108 0.356 -2.262
H -3.5423 -1.2171 -2.3191 1.029 -1.597 -0.237
H -3.8373 -2.3131 -1.0411 1.328 -0.601 -1.229
H -3.7573 -3.0381 -2.7211 0.827 1.006 0.679
C -6.4513 0.4919 -0.5351 -0.506 6.255 2.583
C -5.5193 0.2039 0.6139 0.683 -3.594 1.122
C -5.3453 1.4629 1.5849 -4.748 -2.933 -4.082
C -4.3353 1.2629 2.5069 2.022 -6.166 -0.169
C -3.8993 2.3559 3.2909 2.665 -3.722 4.436
H -6.6933 -0.2211 -1.2161 -0.725 -2.280 -1.611
H -6.1533 1.5209 -1.1531 -0.327 -2.663 1.470
H -7.3113 0.8849 0.1149 0.092 -0.683 -1.832
H -4.6503 -0.4241 0.1549 -0.389 1.832 1.271
H -5.9553 -0.6171 1.3529 0.323 1.249 -1.674
H -6.4323 1.5849 1.8749 1.336 0.498 0.336
H -5.0943 2.0739 0.8319 0.691 3.725 -2.235
H -3.4643 0.8369 1.9069 -0.711 0.574 0.616
H -4.7513 0.2739 2.9489 1.294 1.495 0.960
H -3.7873 3.1639 2.7569 1.185 4.356 -3.024
H -2.9233 1.9789 3.7859 -1.470 1.365 -0.320
H -4.6383 2.5699 3.9769 -1.340 0.651 2.149
C 2.3117 -3.4141 2.7269 2.030 -5.835 -2.337
C 3.1297 -4.1141 1.5009 1.069 4.394 3.707
C 4.6217 -4.2501 1.7069 -2.223 -5.742 0.320
C 5.3247 -3.0821 1.7769 1.649 6.444 3.441
C 6.7097 -3.1531 2.3719 -3.022 0.096 -5.334
H 1.2747 -3.3781 2.7699 -2.323 -1.665 -0.503
H 2.3787 -2.4761 2.7119 1.954 7.925 0.135
H 2.7267 -3.8281 3.5899 0.402 -0.493 1.712
H 2.9177 -3.6781 0.6189 -0.728 1.934 -3.075
H 2.6567 -4.9431 1.5039 -2.569 -6.409 -0.469
H 5.1357 -4.7351 0.8419 -0.902 -0.934 0.603
H 4.7187 -4.8871 2.6719 0.308 0.782 -1.486
H 4.6817 -2.3261 2.5249 1.754 -1.177 -2.244
H 5.6337 -2.6601 0.8319 -1.318 0.674 -0.695
H 7.0427 -2.2351 2.3259 2.073 4.874 0.233
H 7.3817 -3.7111 1.8529 1.732 -1.883 -2.306
H 6.7787 -3.5111 3.2269 0.080 -2.938 8.291
C -1.2963 -1.2681 7.4439 -4.833 -1.278 -0.300
C -0.6383 -0.8011 6.2219 4.840 1.910 2.333
C -0.8113 -1.6971 5.0329 7.693 3.832 -0.408
C -2.0913 -1.6671 4.6479 -7.570 -4.140 -2.310
C -2.3713 -2.4431 3.3139 0.834 1.333 -2.405
H -1.0113 -2.2531 7.6099 0.389 -2.037 0.733
H -2.5403 -1.2921 7.5229 3.086 0.264 -0.722
H -1.0103 -0.6871 8.2329 0.740 1.440 2.257
H 0.6237 -0.8081 6.6319 -3.372 -0.036 -1.521
H -0.8413 0.2879 6.3189 0.072 -0.369 -1.846
H -0.4503 -2.6051 5.3639 0.677 -2.340 0.400
H -0.1103 -1.4041 4.1429 -0.783 -0.143 1.512
H -2.6213 -0.7571 4.8239 -0.352 0.771 -0.511
H -2.5543 -2.4401 5.2969 -0.695 0.955 0.397
H -3.3993 -2.0731 2.8499 1.870 -1.574 1.080
H -2.1803 -3.6121 3.4989 -0.823 2.699 -0.793
H -1.5753 -2.0381 2.4599 -1.765 -1.250 2.035
C 5.1247 0.0809 -1.3321 1.995 0.234 0.401
C 5.6437 1.0989 -0.3601 -4.271 3.215 -0.713
C 4.8507 1.0749 0.9629 -1.518 -2.050 -5.249
C 5.1677 2.0529 1.8629 -0.438 3.825 5.136
C 6.5017 1.7369 2.5029 0.401 0.066 5.030
H 5.2177 -0.8021 -0.7821 0.564 -2.007 0.765
H 5.8107 -0.0001 -2.1591 -0.275 -0.059 -0.735
H 4.1147 0.0159 -1.5451 -2.134 0.931 -0.984
H 5.6397 2.2119 -0.7641 -0.342 -1.995 0.597
H 6.6207 0.9219 -0.2611 3.928 -0.860 0.845
H 4.7347 0.1309 1.3759 1.051 -2.319 1.060
H 3.8047 1.1539 0.7779 -1.196 0.651 -1.281
H 4.2767 2.1619 2.5349 0.988 -0.453 0.474
H 5.0767 3.0779 1.4409 1.000 -0.455 -0.149
H 6.8717 0.6689 2.7799 -2.175 1.019 0.306
H 6.8797 2.3969 3.4359 -0.841 -1.192 -2.512
H 7.1287 1.7109 1.7269 3.185 1.423 -3.020
C 2.7897 2.8489 -3.0591 1.236 0.278 2.423
C 1.4207 2.2119 -2.7331 1.492 -1.902 4.564
C 1.0417 1.2589 -3.8371 0.791 3.451 0.080
C -0.1333 0.5489 -3.6041 -4.777 -0.084 -4.828
C -0.6733 -0.3751 -4.7761 -3.722 4.916 0.296
H 2.5457 3.6499 -3.6571 0.057 2.060 -1.730
H 3.7387 2.3639 -3.4541 -1.922 -0.541 -0.023
H 3.2457 3.2839 -2.1331 -0.680 -0.029 -0.457
H 0.5907 2.9269 -2.1991 2.071 -1.426 -1.965
H 1.7427 1.4769 -1.7391 -1.298 1.669 -2.441
H 1.8267 0.5999 -3.8831 2.189 -1.463 -0.763
H 0.8787 1.7769 -4.7301 0.579 1.196 -1.786
H -0.9103 1.1929 -3.2831 -1.032 0.529 0.550
H 0.1357 -0.0781 -2.9381 0.810 -4.565 5.441
H 0.0467 -0.9061 -5.2091 2.746 -3.565 -0.820
H -0.9883 0.1409 -5.7501 0.453 0.625 1.286
H -1.6933 -0.7111 -4.5131 1.070 -1.182 0.171
C -4.3253 1.1569 -4.6841 1.637 0.768 2.664
C -4.2043 2.6419 -4.3671 -1.245 2.499 -3.118
C -3.1873 3.4059 -5.2331 0.414 -10.158 -2.760
C -3.0063 4.6669 -4.9261 1.218 9.528 6.189
C -1.9103 5.5029 -5.6481 2.812 -1.880 2.847
H -4.7443 1.1869 -5.6491 -0.791 -1.050 -1.104
H -5.0063 0.9119 -3.8151 0.593 -1.133 -1.449
H -3.2623 0.6209 -4.6701 -2.502 1.057 0.100
H -3.6783 2.8869 -3.4851 -0.895 -0.114 2.149
H -5.2213 3.2369 -4.6451 1.807 -1.551 1.643
H -3.4493 3.3699 -6.3501 0.728 -0.803 1.158
H -2.3013 2.7369 -4.8531 -0.435 1.158 -1.952
H -2.9673 4.7749 -3.6581 0.543 -0.129 -3.057
H -3.9663 5.1779 -5.0261 -0.112 0.580 -0.494
H -2.1543 5.4049 -6.6291 -0.459 -0.070 -3.206
H -0.6873 4.9789 -5.5951 -3.816 1.772 0.259
H -1.9673 6.5689 -5.3911 0.472 -0.464 0.181
```
Positions in Å, forces in eV/Å.